DFT (the ωB97M-V functional and the def2-TZVPD basis) results for C17H23BrGeKN7 as an isolated structure at a distorted geometry.

```
! RIJCOSX wB97M-V def2-TZVPD def2/J DEFGRID3
* xyz 0 1
H 5.58130 -0.63160 0.20452
C 2.32537 -2.50689 -0.32331
H 2.53772 5.19898 -2.48971
C -2.91097 -4.05984 -2.75103
C 1.48268 2.63397 1.20559
N 0.35278 0.23308 3.47201
H -2.56050 0.06384 -2.36067
C 1.50015 2.89459 -0.23876
C -3.10354 -0.87525 -2.49087
H -3.98068 -0.84871 -1.84582
H 3.49704 -4.30370 -0.54320
H -2.28092 -4.94414 -2.66368
H 0.12571 -0.50586 2.82721
C 2.10133 4.29534 -2.08611
C 2.05976 3.25356 3.29511
H 1.36761 -2.99121 -0.46983
C 3.50326 -3.23922 -0.36660
H 0.33544 -2.99778 -3.24330
Ge -1.94137 -2.43623 -2.07259
H -0.76448 -2.17746 -4.34055
C 1.55830 3.33121 -2.92785
N 1.51730 2.16779 3.84837
H 3.36296 0.50617 0.25111
K -0.27086 0.02469 -0.04148
H -3.20277 -3.94758 -3.79394
C 0.94743 1.33841 2.97564
H 0.56625 1.42167 -2.97546
H -3.80761 -4.23555 -2.15890
H -2.43013 -2.54577 0.37201
Br 6.34582 -3.48339 -0.21478
H 1.56476 3.45853 -3.99955
C -1.50269 -2.47001 -0.20451
C 1.00210 2.19815 -2.35554
H 0.50915 0.01144 4.43915
C 4.69015 -2.55304 -0.17250
N 2.66180 4.13414 4.11669
C -0.39649 -2.19428 -3.31493
H 2.94925 5.01624 3.73459
H 0.12235 -1.25151 -3.13140
H -3.45175 -0.91665 -3.52208
C 2.07443 4.07307 -0.72547
N 0.88749 1.52458 1.65184
H 2.48267 4.78020 -0.02166
H 2.57011 4.00833 5.10799
N 0.96183 1.97499 -1.05179
N 2.28318 -1.19932 -0.10504
C 3.43079 -0.56078 0.07674
H -0.90112 -3.34982 0.04487
C 4.66820 -1.18692 0.05263
N 2.08115 3.52822 1.98813
*
```

The value obtained for the orbital gap is 0.176 Ha. The HOMO energy is -0.201 Eh.

DFT (the ωB97M-V functional and the def2-TZVPD basis) results for one molecule with the formula C4H9NO2.

```
! RIJCOSX wB97M-V def2-TZVPD def2/J DEFGRID3
* xyz 0 1
H 0.43802 -2.66051 -1.14330
O 1.53071 1.35266 -0.28299
H -0.60087 -2.49352 -2.51659
H -0.17139 3.01089 0.96553
H 0.08086 1.64424 2.06851
C -0.38149 1.94817 1.11927
H -1.46749 1.82694 1.21442
H -0.96051 -0.53679 0.80951
C -0.17151 -0.37121 0.06533
H -0.35466 1.49069 -0.96472
C 0.14429 1.13420 -0.05893
O -1.48234 -0.27187 -1.93280
N -0.30424 -2.16930 -1.60927
H 1.99939 1.10234 0.52227
H 0.71030 -0.92012 0.41976
C -0.70105 -0.91624 -1.25317
*
```

The value obtained for the orbital gap is 0.394 Ha. The SMILES is C[C@@H](O)CC(N)=O. The HOMO energy is -0.365 Eh.

DFT (the ωB97M-V functional and the def2-TZVPD basis) results for C30H45Cl2N2PPt as an isolated structure at a distorted geometry.

```
! RIJCOSX wB97M-V def2-TZVPD def2/J DEFGRID3
* xyz 0 5
H -0.42848 1.09182 -3.52768
H -0.83787 2.20193 -1.25031
H -2.36956 3.03578 -3.58478
C 3.55254 1.46908 -3.49426
H -1.59961 -3.17266 4.72972
H 1.81142 -5.28886 -1.61544
C -1.28121 5.35808 3.61855
H -1.71124 3.85171 5.11523
C -1.23319 0.36971 -3.33116
H 4.00043 -0.64243 -3.31435
C -0.70524 5.62671 2.36016
H -1.72786 6.17730 4.18061
C -1.44513 -3.07274 -1.44724
N 0.56356 -0.77136 4.70023
H 3.19552 3.00939 -2.01261
H -0.09940 -2.21851 -2.89880
H -3.31073 0.14294 -3.84653
H 1.87422 0.77241 5.06767
P 0.05530 -0.72344 -0.96964
H -1.43282 -1.90363 3.55849
H -2.46756 -4.95371 -1.66709
Pt 0.13498 0.14720 2.80309
Cl -2.11277 -0.36728 2.34341
H 0.36220 4.79912 0.66716
H 2.39351 -0.58002 -1.24544
H -2.37577 1.09985 -4.99671
H 3.90126 1.53474 -1.35525
H -2.29448 -2.47085 -1.79763
H -0.30396 -3.34388 6.68655
C 0.20715 -2.42080 6.41032
H 3.02269 2.09978 -4.21966
C 1.09367 -1.75040 7.23580
H 2.41531 -0.02649 7.38799
H -1.53085 -3.12935 -0.35197
H 1.59059 1.70279 -0.60127
H 1.30776 -2.13159 8.23523
H -0.38255 -5.71191 -0.72928
H -1.69157 -4.38619 -3.14147
H -3.82400 1.58955 -1.33846
C -2.95625 2.15354 -1.70618
C -1.68426 1.51060 -1.12655
H 1.11480 -3.35673 -0.32167
C -0.74196 1.63902 3.75440
C -0.69053 3.01182 3.37559
H 1.10889 0.05642 -3.95476
C -0.09442 4.59929 1.63403
C -1.55844 -4.48097 -2.05446
C 3.24718 -0.00140 -3.79202
C 1.43056 -0.11990 5.50316
H -0.96258 -0.56932 -3.83642
H -0.41293 -6.27726 -2.39351
H -2.21994 -0.49621 -1.63560
H -4.01840 2.42711 -3.56426
C -0.11349 -2.39495 -1.80605
H 1.02062 1.96091 -2.26021
C -1.28028 4.07238 4.14017
H -3.04857 3.16923 -1.30545
C 1.77258 1.43503 -1.65252
H -1.38928 1.31858 4.59539
H -1.80048 1.34485 -0.04380
N -1.04998 -2.41310 4.35676
C -0.10477 -1.86330 5.14221
H 4.62191 1.64788 -3.64515
C 1.71372 -0.58510 6.77980
H 1.73155 -1.52154 -3.49536
C -0.34685 -5.37647 -1.77355
H 2.03030 -2.80836 -1.72188
C 3.16719 1.91560 -2.07819
H 3.32022 -0.17952 -4.87130
C 1.08350 -3.27579 -1.41762
C -0.05314 3.30388 2.14881
H 1.17182 -4.61458 -3.11143
Cl 2.35110 0.52320 2.37843
C 0.99701 -4.68267 -2.02807
H -0.71819 6.64679 1.95428
C 1.85410 -0.44348 -3.32461
C -1.36886 0.17945 -1.82397
C 1.61684 -0.07747 -1.85322
C -2.99673 2.20347 -3.23947
H 0.47374 2.49018 1.63826
C -2.53356 0.91515 -3.92722
*
```

The value obtained for the orbital gap (spin up / spin down) is 0.252 / 0.184 Ha. The HOMO energy (spin up / spin down) is -0.242 / -0.297 Eh.

DFT (the ωB97M-V functional and the def2-TZVPD basis) results for C42H65FeN2O2PSSe as an isolated structure at a distorted geometry.

```
! RIJCOSX wB97M-V def2-TZVPD def2/J DEFGRID3
* xyz 0 1
H -3.74128 2.94288 -2.97627
H 2.31942 5.06214 2.92139
C 0.18330 3.76333 5.30201
C -2.99316 2.20551 -3.26555
N 0.12523 0.52995 -3.66047
C 3.82008 -3.36728 3.01533
C 1.13400 -3.54032 -3.92017
C -0.09813 5.84870 3.94740
C 0.08632 2.28372 0.82518
H -5.35609 3.76515 2.17651
C 4.27857 -1.05464 -3.01433
H 1.76669 3.13923 1.80692
H -1.80135 -4.69741 -0.95394
H -1.31598 -1.72040 -3.40917
H 0.61368 2.76070 5.33854
H 1.48370 2.05550 -3.39891
C -0.97141 -4.62291 1.60385
C -1.86112 -0.85327 -3.78913
H 0.14069 3.87737 -4.09177
H 0.30963 6.44716 4.76608
C 1.84682 -2.65231 -6.44457
C -1.00379 -3.44319 0.62959
H -4.21368 2.36454 -0.15783
H -4.97009 1.54857 3.34633
N -2.31152 -0.11630 -2.60424
H -2.68741 -1.22304 -4.40661
O -1.81248 1.33250 -0.22682
H -2.39149 -1.81317 0.21271
C 1.07390 -2.65147 1.86972
C -4.27402 3.87584 2.06935
C 0.14719 -2.45951 0.86194
C -3.41368 0.84198 -2.71604
Fe -0.69928 0.70503 -1.73790
O -0.53660 -1.07443 -0.96743
C 0.69025 1.80060 -4.10308
C 1.21879 -0.34366 0.44854
C -1.45122 3.38676 2.75027
H 0.12618 6.35281 3.00548
H 4.75188 -0.65040 -2.11800
H -3.47505 2.14504 4.08104
H 2.03257 -3.34911 -1.00850
H 0.54150 -4.18314 -7.19525
C 0.95503 -3.70695 -6.31592
H -0.42775 -0.64079 -5.36575
C 0.50837 4.43857 3.96200
C 2.13120 -0.57151 1.47070
P 2.56129 -1.54566 -2.55509
C -2.33373 -2.69912 0.84331
H -2.93760 2.22021 -4.35408
H 4.39968 -3.26091 2.09555
C 3.06460 -2.06815 3.33006
C 2.38056 -2.04413 -5.31692
C 4.09330 -0.95468 3.53112
C -0.07375 3.61244 2.81801
H 3.61257 -0.01333 3.80479
H 2.51649 3.59558 3.89643
H -0.99930 2.89331 -4.98065
H -0.03937 -4.61533 -0.92016
H -0.89332 3.67109 5.45182
H 0.58988 4.34555 6.13294
H 3.08022 -1.22634 -5.44104
C -0.88190 -0.01767 -4.58716
H -3.91131 4.42436 2.93831
H 1.56564 -3.05773 4.57480
H -0.97577 -3.23257 -1.53257
H 4.87533 -1.89056 -3.38423
H 2.85652 0.20169 1.69150
H 4.26963 -0.25923 -3.75935
C -4.33601 1.79659 0.76614
H 3.36983 -2.37096 -0.45721
H 2.13564 -2.30390 -7.42856
C 2.03616 -2.48005 -4.03477
Se 1.18814 1.34605 -0.43813
H 1.13954 1.73036 -5.10294
H -3.17846 -3.35709 0.62042
C 2.09414 -1.74933 2.19486
C -1.30294 2.05315 0.73875
H -2.41803 -2.37806 1.88372
H -3.95962 0.78907 0.60661
H -0.08880 -4.97536 -4.93567
H -1.38225 0.80708 -5.09354
H 4.50722 -3.61735 3.82757
H -0.05929 -5.21357 1.49221
H 4.68784 -0.79032 2.62994
H -4.07688 4.48236 1.18299
H -3.44690 0.67496 3.10399
H 0.83834 -3.88936 -2.93912
C -0.95300 -4.02743 -0.78961
C 2.94609 -2.85625 -1.33767
H 0.87343 -0.14352 -3.51942
H 4.77679 -1.22860 4.33720
C -0.35628 2.90803 -4.10159
C -3.89381 1.66699 3.19448
C -2.09471 2.64877 1.76844
H 1.00341 -3.55525 2.46117
H -5.40423 1.74625 0.99653
H -3.77950 0.98802 -1.70432
H 2.97128 -2.46373 5.46442
H 3.64456 -3.59382 -1.73696
H -4.23161 0.44316 -3.32920
C 0.23896 -1.27887 0.05994
H 3.13368 -4.20531 2.88469
H -1.04854 -4.29347 2.64169
H -2.55626 -0.80923 -1.90264
S -1.37964 2.78211 -2.60311
H 2.40528 5.17231 4.68125
H 1.73843 -1.32886 4.88396
H -2.06411 3.81360 3.53545
H -1.82035 -5.27907 1.40067
C 0.60312 -4.14991 -5.04758
C 2.28621 -2.24155 4.64226
C -3.61914 2.49152 1.92650
C 2.02775 4.57098 3.85181
H -1.18271 5.81764 4.06050
C 0.68917 3.03401 1.82321
*
```

The value obtained for the orbital gap is 0.257 Ha. The HOMO energy is -0.246 Eh.